i | A molecular structure, C21H31F5NiP2. Source: the Open Molecules 2025 dataset; level of theory: ωB97M-V/def2-TZVPD.

Structure (XYZ):
```
60
Properties=species:S:1:pos:R:3:lowdin_spin:R:1
P 2.31 2.13 -1.39 0.00
P 1.41 -0.86 -2.50 0.00
C 3.34 1.20 -2.62 0.00
C 2.49 0.28 -3.50 0.00
H 4.08 0.63 -2.03 0.00
H 3.87 1.95 -3.22 0.00
H 1.81 0.85 -4.15 0.00
H 3.12 -0.35 -4.14 0.00
C 2.70 -2.09 -1.99 0.00
H 2.20 -2.94 -1.50 0.00
H 3.40 -1.63 -1.27 0.00
H 3.26 -2.45 -2.86 0.00
C 0.60 -1.68 -3.93 0.00
H 1.35 -2.16 -4.58 0.00
H 0.06 -0.92 -4.50 0.00
H -0.10 -2.43 -3.56 0.00
C 3.63 3.04 -0.53 0.00
H 3.19 3.66 0.26 0.00
H 4.20 3.68 -1.23 0.00
H 4.31 2.31 -0.07 0.00
C 1.50 3.37 -2.50 0.00
H 0.82 2.86 -3.20 0.00
H 2.26 3.93 -3.08 0.00
H 0.92 4.06 -1.89 0.00
Ni -1.55 0.03 1.84 1.45
C -1.39 -0.94 -0.14 0.03
C -0.34 -1.33 0.68 0.00
C 1.07 -0.84 0.70 0.00
C 1.38 0.26 1.73 0.01
C 0.30 1.28 1.82 0.09
C -0.61 1.69 0.85 0.00
C -0.56 1.38 -0.61 0.00
C -1.50 0.23 -1.05 0.01
C -2.23 1.20 3.16 0.20
H -2.22 -1.66 -0.23 0.00
H -0.47 -2.28 1.20 0.00
H 1.34 -0.45 -0.30 0.00
H 1.75 -1.69 0.89 0.00
H 1.46 -0.21 2.73 0.00
H 2.37 0.71 1.53 0.00
H 0.31 1.85 2.75 0.00
H -1.25 2.54 1.11 0.00
H 0.46 1.05 -0.83 0.00
H -0.76 2.28 -1.21 0.00
H -2.54 0.60 -1.02 0.00
H -1.30 -0.03 -2.11 0.00
H -3.30 1.28 2.92 0.02
H -1.76 2.20 3.18 0.02
H -2.10 0.68 4.12 0.01
F -1.20 -2.14 4.14 0.01
C -2.47 -2.15 3.64 0.02
C -2.85 -1.28 2.62 0.09
C -4.16 -1.38 2.17 0.01
F -4.63 -0.59 1.16 0.01
C -5.09 -2.29 2.73 0.00
F -6.36 -2.33 2.28 0.00
C -4.68 -3.14 3.77 0.00
F -5.55 -4.04 4.29 0.00
C -3.37 -3.07 4.22 0.01
F -2.96 -3.87 5.22 0.00
```

Calculated values
Molecular weight: 499.1 g mol⁻¹
2S+1: 3
Lowest unoccupied orbital energy (spin up / spin down): 0.06 / -0.26 eV
Expectation value of S²: 2.0138
Charge: 0
Gap between HOMO and LUMO (spin up / spin down): 6.0 / 8.0 eV
E_HOMO (spin up / spin down): -5.991 / -8.303 eV



ii | A molecular structure, C21H31F5NiP2. Source: the Open Molecules 2025 dataset; level of theory: ωB97M-V/def2-TZVPD.

Structure (XYZ):
```
60
Properties=species:S:1:pos:R:3:lowdin_spin:R:1
P 1.23 -2.01 -0.74 0.13
P 1.06 1.38 -0.99 0.02
C 0.60 -1.04 -2.23 0.00
C 1.53 0.15 -2.41 0.00
H -0.45 -0.83 -1.89 0.00
H 0.54 -1.70 -3.12 0.00
H 2.58 -0.14 -2.17 0.00
H 1.37 0.53 -3.41 0.00
C 0.17 2.44 -2.42 0.02
H -0.17 3.40 -2.00 0.00
H -0.71 1.97 -2.87 0.00
H 0.85 2.65 -3.27 0.00
C 2.09 2.82 -0.59 0.00
H 2.06 3.60 -1.36 0.00
H 3.11 2.50 -0.39 0.00
H 1.67 3.23 0.34 0.00
C -0.02 -3.29 -1.39 0.06
H -0.03 -4.29 -0.96 0.00
H 0.22 -3.44 -2.45 0.01
H -1.04 -2.89 -1.34 0.00
C 2.77 -2.96 -1.24 0.01
H 3.62 -2.27 -1.28 0.00
H 2.65 -3.49 -2.21 0.00
H 2.96 -3.70 -0.45 0.00
Ni 2.26 -0.35 0.11 1.17
C -2.46 1.91 -0.73 0.00
C -2.90 1.38 -1.86 0.00
C -4.04 0.41 -1.92 0.00
C -4.24 -0.40 -0.55 0.00
C -3.35 -1.55 -0.44 0.00
C -2.39 -1.57 0.48 0.00
C -1.59 -0.31 0.79 0.00
C -2.08 1.18 0.56 0.00
C 2.63 -1.92 1.49 0.30
H -1.90 2.85 -0.64 0.00
H -2.37 1.56 -2.82 0.00
H -3.69 -0.23 -2.78 0.00
H -5.02 0.91 -2.12 0.00
H -4.11 0.20 0.34 0.00
H -5.30 -0.64 -0.51 0.00
H -3.43 -2.25 -1.24 0.00
H -1.90 -2.46 0.85 0.00
H -0.59 -0.48 0.33 0.01
H -1.50 -0.40 1.91 0.00
H -2.80 1.29 1.37 0.00
H -1.18 1.72 0.91 0.00
H 2.84 -1.36 2.44 0.01
H 3.40 -2.68 1.21 0.03
H 1.55 -2.31 1.54 0.01
F 0.18 -1.17 3.15 0.00
C 0.68 0.11 3.08 0.01
C 1.78 0.43 2.28 0.14
C 2.67 1.23 3.02 0.02
F 4.01 1.24 2.78 0.00
C 2.31 1.93 4.18 0.01
F 3.21 2.66 4.83 0.00
C 1.01 1.90 4.65 -0.01
F 0.61 2.72 5.61 0.00
C 0.16 0.97 4.07 0.01
F -1.11 0.86 4.48 0.00
```

Calculated values
Molecular weight: 499.1 g mol⁻¹
2S+1: 3
Lowest unoccupied orbital energy (spin up / spin down): -0.56 / -0.75 eV
Expectation value of S²: 2.0182
Charge: 0
Gap between HOMO and LUMO (spin up / spin down): 6.5 / 7.2 eV
E_HOMO (spin up / spin down): -7.035 / -7.947 eV



Relative energies with respect to the most stable structure, expressed in eV: i 0.000; ii 6.727.



i | 2 unconnected molecules or ions with the total composition C3H5BrOS. Source: the Open Molecules 2025 dataset; level of theory: ωB97M-V/def2-TZVPD.

Structure (XYZ):
```
11
Properties=species:S:1:pos:R:3:nbo_charge:R:1
C -1.15 -0.56 -1.18 -0.25
C -0.78 -0.73 -0.04 0.01
C -0.82 -0.86 1.43 -0.69
H -1.31 -0.51 -2.13 0.20
H -1.49 -1.69 1.50 0.24
H 0.14 -0.93 1.83 0.23
H -1.30 0.10 1.83 0.23
O 0.84 1.94 -0.98 -0.83
S 1.93 0.88 -1.64 0.45
Br 2.58 -0.39 -0.04 -0.09
H 1.34 2.75 -0.58 0.49
```

Calculated values
Structure (SMILES): C#CC.OSBr
Molecular weight: 169.0 g mol⁻¹
Lowest unoccupied orbital energy: 0.17 eV
Charge: 0
Gap between HOMO and LUMO: 9.0 eV
E_HOMO: -8.866 eV



ii | A molecular structure, C3H5BrOS. Source: the Open Molecules 2025 dataset; level of theory: ωB97M-V/def2-TZVPD.

Structure (XYZ):
```
11
Properties=species:S:1:pos:R:3:nbo_charge:R:1
C 2.01 -0.73 0.51 -0.35
C 0.68 -1.43 0.38 -0.45
C -1.39 0.43 -0.43 -0.76
O -1.59 -2.25 -0.60 -0.96
S -0.55 -1.27 -0.88 1.27
Br 0.28 -2.63 1.70 0.15
H 2.78 -0.89 1.17 0.22
H 2.13 0.08 -0.29 0.20
H -0.61 1.12 -0.94 0.22
H -1.34 0.59 0.58 0.22
H -2.43 0.44 -0.71 0.25
```

Calculated values
Molecular weight: 169.0 g mol⁻¹
Lowest unoccupied orbital energy: -0.21 eV
Charge: 0
Gap between HOMO and LUMO: 8.7 eV
E_HOMO: -8.868 eV



Relative energies with respect to the most stable structure, expressed in eV: i 0.000; ii 0.146.



i | A single C8H8BrN molecule. Source: the Open Molecules 2025 dataset; level of theory: ωB97M-V/def2-TZVPD.

Structure (XYZ):
```
18
Properties=species:S:1:pos:R:3:nbo_charge:R:1
C 0.77 1.97 -0.21 -0.32
C -0.55 2.04 0.12 -0.12
C 1.25 0.63 -0.38 0.03
C -1.85 0.18 0.93 0.38
C 0.16 -0.19 -0.13 0.07
C -2.99 -0.35 1.16 -0.27
C 2.70 0.22 -0.63 -0.63
C -0.15 -1.62 -0.04 -0.66
N -0.87 0.74 0.30 -0.31
Br -4.51 -0.38 -0.39 -0.01
H 1.31 2.83 -0.49 0.21
H -3.51 -0.53 2.12 0.27
H 2.81 -0.85 -0.68 0.22
H 2.87 0.67 -1.54 0.22
H 3.48 0.61 0.10 0.23
H -0.48 -1.93 0.89 0.22
H -1.01 -1.74 -0.63 0.22
H 0.57 -2.31 -0.51 0.24
```

Calculated values
Molecular weight: 198.1 g mol⁻¹
Lowest unoccupied orbital energy (spin up / spin down): -2.41 / -2.43 eV
Charge: 0
Gap between HOMO and LUMO (spin up / spin down): 5.5 / 5.5 eV
E_HOMO (spin up / spin down): -7.954 / -7.936 eV



ii | A single C8H8BrN molecule. Source: the Open Molecules 2025 dataset; level of theory: ωB97M-V/def2-TZVPD.

Structure (XYZ):
```
18
Properties=species:S:1:pos:R:3:nbo_charge:R:1
C 0.61 1.43 0.19 -0.14
C -1.45 0.74 1.65 0.02
C -0.39 1.14 1.16 -0.03
C 0.49 -0.93 -0.78 0.14
C -2.13 -0.52 1.56 -0.30
C -1.47 -1.44 0.86 -0.07
C 0.02 -1.48 0.53 -0.59
C 1.34 0.70 -2.08 -0.42
N 0.75 0.31 -0.81 -0.40
Br 2.37 1.82 1.09 -0.01
H 0.19 2.17 -0.39 0.24
H -3.07 -0.54 1.99 0.22
H -1.98 -2.32 0.45 0.21
H 0.13 -2.56 0.54 0.24
H 0.31 -0.82 1.44 0.24
H 1.99 1.51 -2.09 0.20
H 1.76 -0.24 -2.55 0.25
H 0.51 1.02 -2.76 0.20
```

Calculated values
Molecular weight: 198.1 g mol⁻¹
Lowest unoccupied orbital energy: 0.05 eV
Charge: 0
Gap between HOMO and LUMO: 8.2 eV
E_HOMO: -8.120 eV



Relative energies with respect to the most stable structure, expressed in eV: i 0.054; ii 0.000.